This record from OMol25 describes a 2-piece molecular cluster, C2H11N2O overall. The level of theory is wB97M-V/def2-TZVPD.

Geometry (Å):
C 1.396 0.724 0.033
N 1.375 0.160 1.389
C 0.792 -0.344 -0.985
N -0.466 -0.955 -0.343
H 0.862 1.646 0.009
H 2.552 0.854 -0.214
H 1.037 0.761 2.200
H 2.216 -0.371 1.592
H 0.648 0.033 -2.003
H 1.439 -1.262 -0.970
H -0.763 -1.826 -0.760
H -1.285 -0.305 -0.319
H -0.084 -1.081 0.755
H -3.850 0.225 -0.104
H -2.977 1.302 -0.400
O -2.893 0.439 0.118

Properties
Kohn-Sham gap	10.8052	eV
total charge	+1
calculated total energy	-7273.2943	eV
energy above the lowest of the compared OMol25 structures with the same formula, charge and spin	22.63	kcal/mol

Atom charges from the natural (NBO) analysis, given in e for atoms 1 to 8: atom 1 (C): -0.24, atom 2 (N): -0.89, atom 3 (C): -0.23, atom 4 (N): -0.75, atom 5 (H): 0.22, atom 6 (H): 0.23, atom 7 (H): 0.42, atom 8 (H): 0.40